Entry 1:
ORCA calculation (ωB97M-V with the def2-TZVPD basis set) on C28H32F6N10O5S2Ti as an isolated structure.

ORCA input file:
```
! RIJCOSX wB97M-V def2-TZVPD def2/J DEFGRID3
* xyz 0 3
Ti -0.274 0.298 0.508
C 1.619 0.309 -3.441
C 0.740 0.537 -2.410
N 0.859 -0.060 -1.183
C 1.924 -0.932 -0.986
C 2.842 -1.232 -2.016
C 2.678 -0.584 -3.281
C 3.904 -2.112 -1.734
C 4.073 -2.604 -0.459
C 3.199 -2.266 0.575
C 2.104 -1.436 0.330
N 1.191 -0.923 1.256
C 1.042 -1.292 2.556
C 1.497 -2.424 3.220
C 1.300 -2.599 4.604
C 0.662 -1.671 5.378
C 0.130 -0.520 4.749
C -0.545 0.502 5.450
C -1.027 1.593 4.783
C -0.871 1.648 3.389
N -0.272 0.703 2.710
C 0.268 -0.370 3.353
H 1.482 0.856 -4.366
H -0.082 1.232 -2.527
H 3.409 -0.745 -4.064
H 4.611 -2.351 -2.519
H 4.916 -3.247 -0.239
H 3.429 -2.603 1.571
H 2.011 -3.204 2.683
H 1.692 -3.499 5.060
H 0.550 -1.798 6.446
H -0.656 0.412 6.524
H -1.519 2.406 5.298
H -1.250 2.492 2.822
N -1.200 -1.772 0.019
C -2.501 -2.297 0.442
C -2.869 -1.757 1.811
N -2.782 -0.302 1.802
C -3.844 0.379 1.066
C -3.282 1.570 0.316
N -2.156 1.149 -0.537
H -1.163 -1.770 -1.006
H -0.446 -2.375 0.334
H -2.513 -3.390 0.465
H -3.237 -1.994 -0.305
H -2.154 -2.129 2.551
H -3.862 -2.126 2.100
H -2.739 0.040 2.752
H -4.652 0.718 1.722
H -4.294 -0.317 0.356
H -2.907 2.318 1.017
H -4.074 2.047 -0.269
H -1.828 1.985 -1.018
H -2.497 0.507 -1.258
F 1.847 5.191 -1.428
C 1.444 3.928 -1.379
F 2.487 3.119 -1.325
F 0.760 3.667 -2.502
S 0.299 3.660 0.077
O 0.603 2.288 0.502
O -1.021 3.839 -0.463
N 0.614 4.728 1.137
S 2.015 5.043 1.822
O 3.116 4.442 1.133
O 2.060 6.414 2.207
C 1.921 4.120 3.416
F 0.790 4.407 4.075
F 2.951 4.461 4.184
F 1.966 2.806 3.206
C -0.173 -1.977 -6.355
N -0.910 -1.854 -5.119
C -2.088 -1.033 -4.946
C -2.299 -1.135 -3.435
O -3.178 -0.554 -2.819
N -1.322 -1.919 -2.900
C -0.516 -2.262 -3.902
N 0.588 -2.996 -3.703
H -0.874 -2.053 -7.185
H 0.419 -2.891 -6.345
H 0.485 -1.122 -6.527
H -2.950 -1.413 -5.497
H -1.910 0.007 -5.230
H 1.346 -2.887 -4.357
H 0.899 -3.025 -2.742
*
```

The HOMO energy (alpha / beta) comes out at -5.149 / -6.979 eV. For the energy above the lowest of the compared OMol25 structures with the same formula, charge and spin, the calculation gives 50.8 kJ/mol.

***

Entry 2:
ORCA calculation (ωB97M-V with the def2-TZVPD basis set) on C28H32FN4O11ReS as an isolated structure.

ORCA input file:
```
! RIJCOSX wB97M-V def2-TZVPD def2/J DEFGRID3
* xyz -1 4
Re 2.747 1.086 -0.533
O 5.541 2.554 3.048
C 5.124 1.755 2.023
O 4.603 0.696 2.260
C 5.390 2.355 0.680
C 6.531 3.066 0.574
C 6.974 3.499 -0.726
C 6.223 3.258 -1.799
C 4.888 2.627 -1.678
N 4.563 2.062 -0.382
C 4.600 1.595 -2.779
O 5.313 1.538 -3.767
O 3.550 0.874 -2.526
H 5.365 2.024 3.837
H 7.116 3.256 1.458
H 7.938 3.985 -0.826
H 6.511 3.512 -2.809
C -1.403 -4.791 1.625
C -1.011 -4.725 0.153
N -0.512 -3.418 -0.237
C 0.832 -3.186 -0.154
C 1.415 -2.011 -0.470
C 2.924 -1.961 -0.328
O 3.517 -3.026 -0.204
O 3.506 -0.812 -0.328
C 0.582 -0.950 -0.960
O 1.024 0.204 -1.303
C -0.805 -1.185 -1.062
C -1.665 -0.149 -1.559
C -3.011 -0.353 -1.533
F -3.848 0.615 -2.027
C -3.607 -1.502 -1.035
C -2.764 -2.566 -0.602
C -1.383 -2.412 -0.637
N -5.036 -1.653 -0.989
C -5.719 -0.624 -0.227
C -7.163 -1.025 -0.008
N -7.788 -1.195 -1.374
C -7.071 -2.264 -2.167
C -5.627 -1.830 -2.305
H -1.773 -5.787 1.882
H -2.181 -4.057 1.852
H -0.537 -4.569 2.253
H -1.859 -4.974 -0.484
H -0.227 -5.451 -0.059
H 1.451 -4.011 0.172
H -1.225 0.767 -1.933
H -3.239 -3.460 -0.218
H -5.695 0.361 -0.722
H -5.225 -0.513 0.737
H -7.732 -0.270 0.530
H -7.235 -1.986 0.496
H -7.670 -0.312 -1.873
H -8.783 -1.386 -1.309
H -7.578 -2.374 -3.124
H -7.143 -3.184 -1.591
H -5.581 -0.906 -2.910
H -5.074 -2.600 -2.840
C 1.605 1.324 3.678
C 1.190 1.638 2.234
C 1.175 3.152 2.034
C -0.224 1.075 1.973
C 2.102 0.885 1.286
H 0.921 1.811 4.383
H 2.619 1.688 3.872
H 1.592 0.246 3.866
H 0.584 3.622 2.828
H 0.741 3.421 1.069
H 2.186 3.569 2.051
H -0.951 1.585 2.618
H -0.267 -0.001 2.179
H -0.509 1.230 0.928
H 2.368 -0.075 1.739
O 3.879 3.716 -2.099
S 2.736 4.195 -1.126
O 1.998 5.187 -1.849
O 1.886 2.927 -0.973
O 3.309 4.594 0.130
*
```

The HOMO energy (alpha / beta) comes out at -2.480 / -3.988 eV.

***

Entry 3:
ORCA calculation (ωB97M-V with the def2-TZVPD basis set) on a 2-piece molecular cluster, C28H32N3O overall.

ORCA input file:
```
! RIJCOSX wB97M-V def2-TZVPD def2/J DEFGRID3
* xyz 1 1
C -4.768 0.346 2.499
N -3.484 -0.340 2.477
C -3.484 -1.775 2.733
C -2.366 0.334 2.248
C -1.080 -0.240 2.281
C -0.009 0.381 1.671
C 1.323 -0.158 1.633
C 2.242 0.232 0.623
C 3.521 -0.304 0.571
C 3.930 -1.249 1.526
C 3.043 -1.646 2.534
C 1.755 -1.116 2.590
H -5.557 -0.406 2.534
H -4.846 0.998 3.382
H -4.885 0.967 1.602
H -4.528 -2.102 2.743
H -2.942 -2.323 1.951
H -3.025 -2.009 3.705
H -2.475 1.396 1.976
H -0.953 -1.224 2.753
H -0.206 1.285 1.085
H 1.908 0.951 -0.132
H 4.207 0.006 -0.220
H 4.933 -1.676 1.479
H 3.354 -2.378 3.283
H 1.062 -1.431 3.375
C 1.085 0.972 5.654
O 1.103 2.367 6.034
C 1.050 3.331 5.098
C 2.084 3.327 4.069
C 1.701 3.278 2.718
C 2.682 3.280 1.728
C 4.034 3.263 2.077
C 4.409 3.239 3.424
C 3.446 3.253 4.426
C -0.013 4.243 5.201
N -0.273 5.328 4.408
C 0.630 5.970 3.485
C -1.502 5.877 4.750
C -1.968 5.178 5.848
C -3.063 5.625 6.585
C -3.702 6.789 6.134
C -3.242 7.480 4.999
C -2.114 7.037 4.294
N -1.037 4.185 6.120
C -1.069 3.362 7.301
H 1.127 0.451 6.610
H 0.149 0.750 5.122
H 1.948 0.727 5.023
H 0.633 3.223 2.492
H 2.379 3.285 0.681
H 4.795 3.265 1.293
H 5.464 3.212 3.699
H 3.709 3.232 5.486
H 0.427 7.048 3.489
H 1.666 5.805 3.798
H 0.477 5.577 2.473
H -3.378 5.089 7.479
H -4.566 7.175 6.675
H -3.765 8.378 4.673
H -1.707 7.552 3.425
H -1.945 3.670 7.880
H -1.160 2.301 7.032
H -0.159 3.517 7.899
*
```

The HOMO energy comes out at -8.179 eV. For the energy above the lowest of the compared OMol25 structures with the same formula, charge and spin, the calculation gives 206.0 kJ/mol.